An isolated molecule of C10H11N2P in a non-equilibrium geometry. Source: the Open Molecules 2025 dataset; level of theory: wB97M-V/def2-TZVPD.

Last column: natural (NBO) charge in e.
Positions of all 24 atoms, in Å:
C: 3.14638 -1.51488 0.32571  -0.31
C: -3.25720 -1.02712 -0.18767  -0.30
C: 1.83888 -1.41773 -0.24960  -0.31
C: -2.54933 -0.22264 -1.03269  -0.27
C: 3.65095 -0.27679 0.34556  -0.05
C: -2.40797 -1.59279 0.75981  -0.07
C: 1.57785 -0.06319 -0.42956  -0.21
C: -1.23422 -0.25633 -0.64043  -0.21
C: -1.37120 2.46252 0.56265  -0.42
C: -0.34890 2.62251 -0.24996  -0.35
N: 2.73028 0.56329 -0.06176  -0.50
N: -1.20773 -1.04194 0.48193  -0.54
P: 0.18483 0.72004 -1.30664  0.72
H: 3.79110 -2.34433 0.50654  0.22
H: -4.25190 -1.36166 -0.30481  0.22
H: 1.27050 -2.20127 -0.47914  0.22
H: -2.99525 0.27907 -1.87119  0.22
H: 4.63457 0.14877 0.55790  0.21
H: -2.60897 -2.25567 1.55060  0.22
H: -1.71586 3.43791 1.04562  0.21
H: -1.66345 1.46471 0.92519  0.22
H: -0.10511 3.51839 -0.77822  0.20
H: 3.03794 1.57407 -0.05699  0.42
H: -0.14617 -1.21495 0.58714  0.45

Results
HOMO = -7.62 eV
Energy relative to the best compared isomer or geometry (same formula, charge and spin) = 170.92 kJ/mol
Molecular weight = 190.2 g mol⁻¹
SMILES = C=CP(c1ccc[nH]1)c1ccc[nH]1
Frontier orbital gap = 8.4 eV



An isolated molecule of C10H11N3 in a non-equilibrium geometry. Source: the Open Molecules 2025 dataset; level of theory: wB97M-V/def2-TZVPD.

Last column: natural (NBO) charge in e.
Positions of all 24 atoms, in Å:
C: -1.33577 2.30301 2.22603  0.25
C: 0.92612 1.71766 1.14283  0.45
C: 1.20298 -1.11060 -1.01316  -0.30
C: 0.99056 -2.28070 -0.56727  0.11
C: 0.36691 -0.36506 -1.97282  -0.41
C: -0.13198 0.92424 -1.21926  -0.44
C: -0.50625 1.82418 1.20507  -0.13
C: -0.69001 0.69160 0.13759  0.18
C: 0.83771 -3.51305 -0.03879  -0.49
C: -1.88581 -0.28340 0.46635  -0.62
N: -1.98975 2.76111 3.04753  -0.27
N: 1.90495 2.44789 1.04311  -0.62
N: 0.27331 0.49846 1.23974  -0.34
H: 2.02325 -0.54439 -0.67605  0.22
H: 0.86638 0.02708 -2.82324  0.22
H: -0.53739 -0.87563 -2.30745  0.22
H: 0.66727 1.69217 -1.24320  0.24
H: -0.85796 1.61330 -1.93039  0.23
H: 1.25002 -4.47329 -0.24522  0.23
H: 2.82620 1.97718 0.98950  0.36
H: 0.11240 -3.47836 0.81961  0.22
H: -1.83862 -0.30321 1.52978  0.23
H: -1.66266 -1.27004 0.17177  0.23
H: -2.81186 0.01985 0.01793  0.23

Results
HOMO = -9.75 eV
Energy relative to the best compared isomer or geometry (same formula, charge and spin) = 632.31 kJ/mol
Molecular weight = 173.2 g mol⁻¹
SMILES = [H]/N=C1\N2[C@](C)(CCC=C=C)[C@]12C#N
Frontier orbital gap = 10.4 eV



An isolated molecule of C10H11NO2 in a non-equilibrium geometry. Source: the Open Molecules 2025 dataset; level of theory: wB97M-V/def2-TZVPD.

Last column: natural (NBO) charge in e.
Positions of all 24 atoms, in Å:
C: 1.63532 2.77632 -0.14356  -0.17
C: 1.30348 1.60342 -0.07177  -0.07
C: -3.36400 0.37565 0.22533  -0.21
C: -2.82129 0.95988 -0.88678  -0.22
C: -2.63754 -0.32140 1.13176  -0.21
C: -1.44676 0.93329 -1.06216  -0.17
C: -1.24028 -0.36772 0.98147  -0.19
C: -0.66326 0.20242 -0.14802  -0.08
C: 2.65064 -0.47969 1.12204  -0.25
C: 0.87277 0.17563 -0.26070  0.43
N: 1.33651 -1.62445 -1.68288  -0.47
O: 1.34717 -0.64550 0.66275  -0.53
O: 1.34699 -0.25744 -1.61645  -0.40
H: 1.82061 3.74626 -0.29430  0.22
H: -4.44228 0.10653 0.28264  0.21
H: -3.37370 1.45179 -1.59515  0.21
H: -3.03817 -0.61647 2.10034  0.22
H: -0.83814 1.58271 -1.78942  0.24
H: -0.69256 -1.04147 1.62050  0.23
H: 2.75504 -0.70111 2.14028  0.19
H: 2.97342 0.51370 1.06049  0.20
H: 3.39885 -1.12341 0.49310  0.16
H: 0.49595 -1.94253 -1.24301  0.32
H: 2.04618 -1.86420 -1.07109  0.32

Results
HOMO = -9.38 eV
Energy relative to the best compared isomer or geometry (same formula, charge and spin) = 613.63 kJ/mol
Molecular weight = 177.2 g mol⁻¹
SMILES = C#C[C@](OC)(ON)c1ccccc1
Frontier orbital gap = 10.2 eV



An isolated molecule of C10H11NO2 in a non-equilibrium geometry. Source: the Open Molecules 2025 dataset; level of theory: wB97M-V/def2-TZVPD.

Last column: natural (NBO) charge in e.
Positions of all 24 atoms, in Å:
C: -1.70141 0.98695 1.13386  -0.20
C: -1.49246 1.75325 0.02890  -0.23
C: -0.45364 0.40408 1.74169  -0.20
C: -0.12762 2.00773 -0.36089  -0.30
C: 2.35680 -0.01917 0.15489  0.90
C: -0.00379 -1.46313 -1.12857  -0.38
C: -0.54664 -1.69744 0.36918  -0.46
C: -0.28784 -0.08946 -1.70238  -0.51
C: 0.15684 -0.74521 1.29077  0.15
C: 0.48861 1.01481 -1.02855  0.37
N: 1.58360 -0.71306 1.11847  -0.70
O: 3.53329 -0.27073 0.20468  -0.62
O: 1.89590 0.73533 -0.78351  -0.51
H: -2.70233 0.90406 1.63788  0.23
H: -2.28189 2.57000 -0.26774  0.22
H: -0.03919 1.12780 2.41083  0.22
H: 0.28612 2.99944 -0.12187  0.24
H: 1.14651 -1.61197 -1.05054  0.22
H: -0.59633 -2.30073 -1.82411  0.22
H: -1.65962 -1.45722 0.22269  0.22
H: -0.35822 -2.84232 0.57088  0.23
H: -0.06434 -0.05749 -2.79311  0.24
H: -1.30571 0.16152 -1.49662  0.24
H: 2.17336 -1.39703 1.67317  0.42

Results
HOMO = -8.69 eV
Energy relative to the best compared isomer or geometry (same formula, charge and spin) = 483.38 kJ/mol
Molecular weight = 177.2 g mol⁻¹
SMILES = O=c1[nH]c2ccccc(o1)CCC2
Frontier orbital gap = 9.0 eV